C16H11BF10N2O5RuS | ωB97M-V with the def2-TZVPD basis set

XYZ file:
```
47
C16H11BF10N2O5RuS, DFT ωB97M-V with the def2-TZVPD basis set
Ru 0.490 -0.031 -0.580
S 0.086 -1.939 -1.901
C -0.746 -0.745 -2.814
C -1.413 -0.775 -4.043
C -1.938 0.403 -4.523
C -1.801 1.595 -3.802
C -1.133 1.561 -2.599
N -0.653 0.410 -2.132
H -1.485 -1.703 -4.593
H -2.452 0.411 -5.476
H -2.198 2.527 -4.176
H -0.976 2.432 -1.977
O -1.434 0.011 0.448
C -1.155 -0.922 1.262
O -0.110 -1.584 1.142
C -2.103 -1.209 2.387
C -3.170 -0.368 2.623
C -4.041 -0.620 3.674
C -3.848 -1.722 4.491
C -2.777 -2.546 4.235
C -1.892 -2.312 3.203
N -2.572 -3.724 5.103
O -3.341 -3.887 6.032
O -1.648 -4.466 4.843
H -3.296 0.491 1.978
H -4.873 0.047 3.862
H -4.507 -1.947 5.317
H -1.047 -2.963 3.026
F 0.110 1.532 2.731
B 1.101 1.642 1.785
F 0.485 1.929 0.474
F 2.007 2.641 2.061
F 1.741 0.400 1.556
C 3.079 2.384 -1.191
C 3.187 0.934 -1.660
O 1.996 0.266 -1.816
C 4.156 0.130 -0.708
F 5.330 -0.198 -1.295
F 3.597 -1.011 -0.302
F 4.478 0.830 0.391
C 3.775 0.952 -3.093
F 4.955 1.605 -3.169
F 2.937 1.597 -3.925
F 3.960 -0.272 -3.599
H 2.668 2.430 -0.191
H 2.418 2.915 -1.874
H 4.055 2.868 -1.183
```

Properties
* ΔE to the lowest compared entry with this formula, charge and spin: 0.637 eV
* ⟨S²⟩: 0.756
* net charge: -1
* spin multiplicity: 2
* HOMO level: -5.615 eV
* Kohn-Sham gap: 7.4 eV

***

C4H7BrO3S | ωB97M-V with the def2-TZVPD basis set

XYZ file:
```
16
C4H7BrO3S, DFT ωB97M-V with the def2-TZVPD basis set
C -1.123 0.274 1.074
C -0.227 -1.205 2.792
C 1.013 0.959 -2.761
C -0.498 -0.022 2.365
O -1.608 -0.544 0.356
O -0.151 -1.242 -2.034
O 1.035 0.036 -0.292
S 1.251 -0.470 -1.636
Br -0.100 1.506 3.505
H -1.204 1.394 1.094
H -0.869 -0.953 -1.325
H -0.517 -2.054 2.058
H 0.185 -1.396 3.796
H 0.653 0.585 -3.715
H 0.240 1.566 -2.395
H 1.920 1.566 -2.881
```

Properties
* ΔE to the lowest compared entry with this formula, charge and spin: 0.959 eV
* HOMO level: -9.560 eV
* Kohn-Sham gap: 9.3 eV

***

CO6S2 | ωB97M-V with the def2-TZVPD basis set

XYZ file:
```
9
CO6S2, DFT ωB97M-V with the def2-TZVPD basis set
C 0.084 -0.686 -0.172
O 2.431 1.340 0.117
O -2.494 0.388 1.069
O 1.071 -0.522 -1.063
O 0.575 -0.474 0.982
O -0.756 1.040 -0.388
O -0.934 -1.421 -0.437
S 2.086 -0.025 0.182
S -2.063 0.359 -0.290
```

Properties
* ΔE to the lowest compared entry with this formula, charge and spin: 1.817 eV
* HOMO level: -11.185 eV
* Kohn-Sham gap: 10.3 eV

***

C23H21CdClI2N8O4S2 | ωB97M-V with the def2-TZVPD basis set

XYZ file:
```
62
C23H21CdClI2N8O4S2, DFT ωB97M-V with the def2-TZVPD basis set
Cd 12.012 11.467 9.922
C 13.703 9.526 5.560
N 14.495 9.400 6.782
C 15.372 8.394 7.068
C 15.898 8.681 8.267
N 15.278 9.780 8.781
C 14.412 10.245 7.855
S 13.526 11.678 7.783
C 15.636 10.447 9.999
C 16.949 10.461 10.376
C 17.228 10.914 11.666
C 16.144 11.324 12.435
C 14.851 11.315 11.937
N 14.605 10.857 10.731
H 12.907 10.214 5.830
H 13.215 8.590 5.347
H 14.312 10.075 4.793
H 15.476 7.414 6.524
H 16.567 8.163 8.961
H 17.726 10.219 9.686
H 18.226 11.119 12.097
H 16.367 11.516 13.473
H 14.020 11.658 12.551
I 13.536 8.943 14.384
C 14.058 6.935 14.695
I 16.214 6.765 14.736
H 13.614 6.438 13.863
H 13.599 6.649 15.630
O 6.537 10.429 7.718
C 7.083 9.273 7.914
O 6.524 8.222 7.725
C 8.441 9.301 8.459
C 9.206 8.145 8.699
Cl 8.571 6.537 8.792
N 10.428 8.446 9.155
N 10.525 9.779 9.200
C 9.425 10.309 8.764
C 9.394 11.811 8.588
O 8.302 12.256 8.267
O 10.441 12.508 8.621
C 11.520 7.625 9.465
C 12.167 6.918 8.454
C 13.284 6.173 8.741
C 13.855 6.199 9.961
C 13.205 6.837 10.998
C 12.031 7.527 10.746
H 7.093 11.228 7.941
H 11.707 6.916 7.492
H 13.784 5.576 7.891
H 14.841 5.718 10.108
H 13.560 6.788 12.019
H 11.554 7.932 11.602
N 9.917 11.854 5.660
C 9.182 10.762 5.355
N 7.859 10.831 5.303
S 9.898 9.259 4.847
H 9.690 12.519 6.403
H 10.925 11.705 5.633
H 7.403 11.694 5.563
H 7.306 10.035 5.149
N 11.453 11.452 13.233
C 11.640 11.533 12.087
```

Properties
* ΔE to the lowest compared entry with this formula, charge and spin: 0.856 eV
* HOMO level: -7.984 eV
* Kohn-Sham gap: 7.6 eV

***

C6H11N | ωB97M-V with the def2-TZVPD basis set

XYZ file:
```
18
C6H11N, DFT ωB97M-V with the def2-TZVPD basis set
C 1.898 -0.004 -0.065
C 1.076 -1.289 -0.025
C -0.306 -0.629 0.334
C -1.792 -0.736 -0.009
C -1.671 0.765 -0.026
C 0.957 1.239 0.125
H 2.895 0.065 0.511
H 2.259 0.004 -1.128
H 0.942 -1.755 -1.001
H 1.349 -1.908 0.684
H -0.346 -0.323 1.418
H -2.047 -1.295 -0.968
H -2.367 -1.176 0.766
H -2.486 1.129 -0.723
H -1.735 1.273 1.019
H 0.894 1.483 1.290
H 1.302 2.295 -0.158
N -0.233 0.590 -0.530
```

Properties
* ΔE to the lowest compared entry with this formula, charge and spin: 3.352 eV
* HOMO level: -9.416 eV
* Kohn-Sham gap: 10.7 eV

***

H35O17 | ωB97M-V with the def2-TZVPD basis set

XYZ file:
```
52
H35O17, DFT ωB97M-V with the def2-TZVPD basis set
O -1.645 -4.543 -2.194
H 0.603 1.371 -5.365
H 0.874 1.451 -3.732
O 0.945 1.958 -4.594
H 0.209 -2.755 -3.152
H 0.794 -2.325 -1.628
O -0.503 0.218 2.861
H 0.281 0.296 2.109
H -0.926 -0.691 2.406
O -2.180 1.819 4.406
H -3.128 1.951 4.505
H 0.057 -2.798 1.340
O 2.268 0.819 -0.472
H -1.236 3.063 1.024
O 1.235 -0.090 -3.162
H 2.010 -0.224 -3.851
H -2.475 -2.548 0.074
O 3.188 -0.407 1.611
H 1.096 -1.985 4.941
H 0.239 4.279 -3.492
O -0.448 -1.967 1.287
H -1.828 -4.378 -3.061
H 1.247 4.944 0.372
O 0.471 -3.465 -2.682
H 1.944 -1.735 -0.440
H 0.599 -4.342 -2.964
O -3.157 -2.968 -0.421
H 4.118 -0.544 1.493
H -3.999 -3.213 -0.080
O -1.728 2.149 1.312
H 1.817 2.455 2.171
H 2.490 0.619 0.490
O -0.408 3.613 -3.424
H -1.201 0.917 2.443
H -0.408 3.238 -4.405
O 0.964 2.288 1.795
H -2.015 -3.797 -1.819
H 0.773 3.105 1.402
O 0.640 4.798 1.116
H 2.967 -0.625 2.618
H 1.763 -0.131 -2.550
O -2.994 -0.056 -1.047
H 1.469 0.399 -0.255
H -3.283 -0.967 -1.552
O 1.015 -1.631 -0.963
H 1.133 5.115 1.873
H -1.669 1.987 5.134
O 1.396 -1.954 4.097
H 1.912 -2.725 3.929
H -0.021 -1.915 0.309
H -1.835 1.916 0.405
H -3.432 0.010 -0.220
```

Properties
* ΔE to the lowest compared entry with this formula, charge and spin: 8.162 eV
* net charge: +1
* HOMO level: -11.693 eV
* Kohn-Sham gap: 9.0 eV

***

C28H28MgN4O4 | ωB97M-V with the def2-TZVPD basis set

XYZ file:
```
65
C28H28MgN4O4, DFT ωB97M-V with the def2-TZVPD basis set
Mg -0.300 0.438 -0.368
C -1.176 3.974 -2.883
O -0.117 3.682 -3.786
C 1.073 3.279 -3.245
C 2.208 3.817 -3.811
C 3.487 3.468 -3.368
C 3.598 2.594 -2.311
C 2.459 2.023 -1.722
C 2.656 1.204 -0.532
N 1.694 0.647 0.094
N 2.001 -0.053 1.266
C 0.898 -0.245 1.946
O -0.282 0.208 1.616
C 1.029 -1.101 3.168
C -0.015 -1.135 4.087
C 0.050 -1.962 5.201
C 1.161 -2.772 5.400
C 2.207 -2.744 4.484
C 2.144 -1.913 3.373
C 1.149 2.309 -2.215
O 0.073 1.724 -1.764
H -1.862 4.629 -3.419
H -0.803 4.496 -1.997
H -1.692 3.074 -2.568
H 2.073 4.532 -4.614
H 4.364 3.901 -3.832
H 4.573 2.331 -1.911
H 3.668 1.095 -0.138
H -0.876 -0.502 3.911
H -0.766 -1.977 5.914
H 1.213 -3.423 6.264
H 3.077 -3.371 4.638
H 2.947 -1.881 2.649
O -2.227 -1.084 -0.612
C -2.483 -2.476 -0.818
C -2.091 -3.362 0.358
C -0.764 -2.964 1.023
C 0.382 -2.926 0.044
C 1.271 -3.991 -0.044
C 2.282 -3.965 -0.989
C 2.378 -2.873 -1.835
C 1.474 -1.844 -1.671
N 0.496 -1.852 -0.751
H -2.437 -0.837 0.300
H -1.910 -2.749 -1.702
H -3.539 -2.610 -1.053
H -2.030 -4.388 -0.010
H -2.880 -3.342 1.115
H -0.530 -3.673 1.818
H -0.868 -1.986 1.494
H 1.168 -4.824 0.641
H 2.987 -4.783 -1.061
H 3.145 -2.808 -2.595
H 1.539 -0.955 -2.292
C -4.250 3.533 -0.043
C -3.251 3.524 0.916
C -2.268 2.554 0.840
N -2.237 1.626 -0.122
C -3.199 1.648 -1.054
C -4.223 2.577 -1.047
H -5.038 4.274 -0.009
H -3.229 4.257 1.712
H -1.471 2.499 1.574
H -3.134 0.898 -1.830
H -4.976 2.555 -1.824
```

Properties
* ΔE to the lowest compared entry with this formula, charge and spin: 0.545 eV
* HOMO level: -7.001 eV
* Kohn-Sham gap: 7.4 eV

***

C3H2MgO2 | ωB97M-V with the def2-TZVPD basis set

XYZ file:
```
8
C3H2MgO2, DFT ωB97M-V with the def2-TZVPD basis set
H -1.378 -0.422 -1.287
O 0.476 0.483 -0.788
C -0.542 0.877 -0.256
C -1.741 0.422 -0.454
Mg 2.618 0.497 -0.584
H -2.608 1.070 -0.549
C 1.693 -1.782 2.413
O 1.482 -1.145 1.504
```

Properties
* ΔE to the lowest compared entry with this formula, charge and spin: 3.724 eV
* ⟨S²⟩: 1.010
* net charge: +1
* spin multiplicity: 2
* HOMO level (spin up / spin down): -11.712 / -11.801 eV
* Kohn-Sham gap (spin up / spin down): 4.2 / 4.0 eV

***

C50H56AuN5OPSi | ωB97M-V with the def2-TZVPD basis set

XYZ file:
```
115
C50H56AuN5OPSi, DFT ωB97M-V with the def2-TZVPD basis set
Au 0.248 -0.682 -0.717
C -1.217 6.250 -2.162
C -2.033 5.359 -1.207
C -3.495 5.366 -1.657
C -1.955 5.924 0.220
C -1.435 3.961 -1.224
C -0.131 3.751 -0.779
C 0.385 2.473 -0.770
N -0.314 1.419 -1.178
C -1.537 1.595 -1.689
C -2.121 2.852 -1.706
C -2.164 0.384 -2.273
C -3.433 0.379 -2.819
C -3.944 -0.754 -3.444
C -3.111 -1.866 -3.481
C -1.865 -1.805 -2.887
N -1.393 -0.714 -2.283
C -5.329 -0.725 -4.072
C -6.368 -0.404 -2.987
C -5.356 0.370 -5.154
C -5.693 -2.061 -4.723
H -1.657 7.249 -2.201
H -1.216 5.836 -3.173
H -0.181 6.349 -1.833
H -3.878 6.386 -1.607
H -4.119 4.744 -1.008
H -3.604 5.024 -2.690
H -2.374 6.933 0.236
H -0.927 5.981 0.583
H -2.528 5.305 0.915
H 0.491 4.565 -0.434
H 1.384 2.263 -0.433
H -3.117 2.963 -2.108
H -4.034 1.276 -2.754
H -3.414 -2.782 -3.967
H -1.197 -2.657 -2.911
H -6.179 0.563 -2.513
H -6.371 -1.172 -2.210
H -7.363 -0.367 -3.435
H -5.181 1.362 -4.732
H -6.333 0.381 -5.642
H -4.596 0.182 -5.916
H -5.719 -2.872 -3.992
H -4.995 -2.324 -5.522
H -6.686 -1.981 -5.167
N 5.062 -3.531 -1.551
C 4.232 -4.604 -1.534
O 4.628 -5.746 -1.644
C 2.760 -4.329 -1.360
C 1.924 -5.424 -1.177
C 0.567 -5.228 -0.999
C 0.083 -3.933 -1.000
N 0.875 -2.878 -1.204
C 2.187 -3.070 -1.381
H 6.046 -3.706 -1.658
H 4.754 -2.591 -1.394
H 2.365 -6.413 -1.169
H -0.107 -6.060 -0.840
H -0.967 -3.725 -0.828
H 2.759 -2.160 -1.526
C -3.078 -1.530 0.453
Si -1.383 -1.126 1.176
C -1.511 0.581 1.964
C -0.966 -2.565 2.312
C 0.187 -3.338 2.176
C 0.341 -4.528 2.879
C -0.644 -4.949 3.760
C -1.774 -4.163 3.954
C -1.935 -2.990 3.232
H -3.799 -1.673 1.269
H -3.065 -2.451 -0.140
H -3.447 -0.717 -0.180
H -1.936 0.534 2.973
H -2.154 1.220 1.348
H -0.528 1.053 2.019
H 0.986 -2.991 1.529
H 1.240 -5.121 2.741
H -0.529 -5.878 4.305
H -2.536 -4.475 4.659
H -2.839 -2.402 3.377
N 2.082 -0.360 0.227
P 2.730 0.315 1.479
C 2.699 2.159 1.642
C 1.968 2.937 2.536
C 2.062 4.327 2.516
C 2.887 4.962 1.603
C 3.611 4.201 0.691
C 3.516 2.819 0.713
C 4.541 0.088 1.348
C 5.080 -0.533 0.232
C 6.454 -0.722 0.130
C 7.288 -0.287 1.149
C 6.752 0.344 2.266
C 5.382 0.534 2.366
C 2.427 -0.422 3.132
C 1.620 0.059 4.159
C 1.495 -0.642 5.353
C 2.183 -1.829 5.542
C 2.986 -2.326 4.524
C 3.093 -1.639 3.328
H 1.317 2.488 3.267
H 1.489 4.909 3.229
H 2.976 6.042 1.606
H 4.260 4.687 -0.029
H 4.088 2.236 0.000
H 4.397 -0.852 -0.549
H 6.876 -1.205 -0.745
H 8.359 -0.436 1.079
H 7.405 0.687 3.059
H 4.966 1.025 3.240
H 1.076 0.983 4.059
H 0.860 -0.250 6.138
H 2.094 -2.367 6.478
H 3.524 -3.257 4.663
H 3.714 -2.041 2.537
```

Properties
* ΔE to the lowest compared entry with this formula, charge and spin: 0.457 eV
* ⟨S²⟩: 2.008
* net charge: +1
* spin multiplicity: 3
* HOMO level (spin up / spin down): -8.830 / -10.210 eV
* Kohn-Sham gap (spin up / spin down): 6.1 / 6.6 eV

***

C39H46BBrMnN4O2 | ωB97M-V with the def2-TZVPD basis set

XYZ file:
```
94
C39H46BBrMnN4O2, DFT ωB97M-V with the def2-TZVPD basis set
Mn -0.839 -0.240 0.539
C 0.649 0.301 1.922
C -0.369 -0.452 2.598
C -0.397 -1.748 1.963
C 0.655 -1.747 0.987
C 1.336 -0.524 0.998
C 2.697 -0.244 0.368
C 3.649 0.032 1.544
C 2.760 0.949 -0.585
C 3.191 -1.484 -0.378
C -1.280 -2.980 2.179
C -1.024 -3.600 3.560
C -0.941 -4.066 1.146
C -2.761 -2.652 1.985
C -0.919 0.101 3.923
C -0.901 1.638 3.921
C -2.311 -0.341 4.374
C 0.086 -0.364 4.997
H 0.917 1.315 2.165
H 0.920 -2.592 0.376
H 3.362 0.933 2.086
H 4.666 0.172 1.176
H 3.656 -0.799 2.250
H 2.476 1.880 -0.092
H 2.134 0.800 -1.467
H 3.784 1.072 -0.937
H 3.252 -2.355 0.273
H 4.187 -1.303 -0.784
H 2.529 -1.726 -1.210
H 0.036 -3.815 3.694
H -1.568 -4.540 3.650
H -1.340 -2.960 4.377
H 0.090 -4.409 1.225
H -1.117 -3.713 0.126
H -1.586 -4.928 1.307
H -3.157 -1.981 2.740
H -3.353 -3.569 2.016
H -2.924 -2.201 0.998
H -1.435 2.069 3.072
H 0.112 2.037 3.920
H -1.377 2.002 4.831
H -3.102 -0.068 3.676
H -2.537 0.158 5.316
H -2.382 -1.407 4.562
H 1.098 -0.043 4.749
H 0.093 -1.448 5.101
H -0.177 0.066 5.964
C 1.273 -3.675 -2.881
C 0.204 -2.939 -2.433
N 0.110 -1.628 -2.761
C 1.050 -1.003 -3.504
C 2.174 -1.679 -3.953
C 2.252 -3.042 -3.636
C 3.280 -1.082 -4.708
C 3.473 0.095 -5.323
C 2.654 1.304 -5.527
C 3.026 2.177 -6.544
C 2.246 3.307 -6.734
N 1.187 3.569 -5.976
C 0.919 2.685 -5.031
N 1.587 1.571 -4.760
H 1.344 -4.724 -2.638
H -0.603 -3.345 -1.840
H 0.899 0.048 -3.725
H 3.101 -3.615 -3.985
H 4.111 -1.773 -4.800
H 4.432 0.173 -5.822
H 3.887 1.982 -7.166
H 2.480 4.021 -7.514
H 0.057 2.894 -4.405
Br -0.265 2.077 -1.054
C -1.855 2.377 -0.084
C -2.548 3.568 -0.140
C -3.712 3.649 0.611
C -4.122 2.550 1.352
C -3.347 1.408 1.339
N -2.205 1.321 0.641
H -2.192 4.391 -0.742
H -4.289 4.563 0.613
H -5.027 2.575 1.940
H -3.623 0.529 1.904
O -1.707 -0.104 -3.434
B -1.143 -0.874 -2.475
O -1.917 -1.056 -1.341
C -3.144 -0.435 -1.709
C -4.343 -0.451 -1.039
C -5.384 0.238 -1.659
C -5.211 0.887 -2.878
C -3.997 0.861 -3.560
C -2.981 0.174 -2.939
H -4.478 -0.977 -0.106
H -6.357 0.256 -1.188
H -6.052 1.400 -3.324
H -3.868 1.322 -4.528
```

Properties
* ΔE to the lowest compared entry with this formula, charge and spin: 0.000 eV
* ⟨S²⟩: 0.810
* net charge: +2
* spin multiplicity: 2
* HOMO level (spin up / spin down): -13.836 / -13.635 eV
* Kohn-Sham gap (spin up / spin down): 7.5 / 7.3 eV

***

- What is the ΔE to the lowest compared entry with this formula, charge and spin in the first record?
  0.637 eV

***

- ΔE to the lowest compared entry with this formula, charge and spin of number 4 (C23H21CdClI2N8O4S2)?
  0.856 eV

***

- The highest ΔE to the lowest compared entry with this formula, charge and spin belongs to which entry?
  H35O17

***

- Among the records above, which one has the lowest ΔE to the lowest compared entry with this formula, charge and spin?
  C39H46BBrMnN4O2